Record 1
{"formula": "C3BiO3", "method": "ωB97M-V/def2-TZVPD", "total_charge": 5, "fmax_ev_per_a": 3.26, "homo_lumo_gap_ha": [0.192, 0.088], "symbols": ["O", "C", "O", "C", "C", "O", "Bi"], "positions_angstrom": [[-3.6077, 0.0657, -0.0013], [-4.7619, -0.1258, -0.1487], [0.1200, 0.4505, 0.3131], [-1.1700, 0.3825, 0.3096], [-2.3644, 0.3964, 0.0954], [0.6973, 1.3507, 0.9726], [2.0099, 6.8233, 2.9612]], "atomic_forces_ev_per_a": [[2.4, 0.6, 0.2], [-3.2, -0.6, -0.4], [-1.0, -1.3, -0.7], [1.6, 0.4, -0.1], [-0.8, -0.8, 0.1], [0.4, 0.7, 0.6], [0.5, 1.0, 0.4]], "mulliken_charge": [0.14, 0.62, 0.21, 0.64, 0.43, 0.19, 2.77]}

=====

Record 2
{"formula": "C3BrF4N", "method": "ωB97M-V/def2-TZVPD", "total_charge": 0, "e_above_lowest_kcal_mol": 70.2, "fmax_ev_per_a": 3.72, "homo_lumo_gap_ha": [0.284, 0.284], "symbols": ["C", "C", "C", "N", "F", "F", "F", "F", "Br"], "positions_angstrom": [[0.4804, -1.1181, -1.0777], [-0.2083, -0.0342, -0.5252], [0.2694, 0.7295, 0.7092], [1.0604, -1.9932, -1.5052], [-1.5017, -1.4482, 0.7771], [0.7729, -0.0050, 1.6436], [-0.6297, 1.5719, 1.2182], [1.2680, 1.5592, 0.1971], [-1.5113, 0.7381, -1.4371]], "atomic_forces_ev_per_a": [[-0.5, 1.2, 1.0], [-2.1, -1.6, 2.6], [1.0, 1.9, -0.3], [1.1, -1.6, -0.9], [1.6, 1.8, -1.6], [0.3, -0.5, 0.2], [0.0, -0.8, -0.4], [-0.5, -0.8, 0.3], [-0.8, 0.5, -0.9]], "mulliken_charge": [0.05, 0.35, 0.83, -0.23, -0.53, -0.17, -0.23, -0.24, 0.16]}

=====

Number 1: E -551.110568 Ha. Number 2: E -3142.405977 Ha.